{
  "formula": "C51H90O27",
  "method": "ωB97M-V/def2-TZVPD",
  "lumo_energy_ev": 0.312,
  "homo_lumo_gap_ev": 9.75,
  "mol_weight_g_mol": 1135.25,
  "energy_ha": -4028.8118,
  "species": ["O", "O", "O", "O", "O", "O", "O", "O", "O", "O", "O", "O", "O", "O", "O", "O", "O", "O", "O", "O", "O", "O", "O", "O", "O", "O", "O", "C", "C", "C", "C", "C", "C", "C", "C", "C", "C", "C", "C", "C", "C", "C", "C", "C", "C", "C", "C", "C", "C", "C", "C", "C", "C", "C", "C", "C", "C", "C", "C", "C", "C", "C", "C", "C", "C", "C", "C", "C", "C", "C", "C", "C", "C", "C", "C", "C", "C", "C", "H", "H", "H", "H", "H", "H", "H", "H", "H", "H", "H", "H", "H", "H", "H", "H", "H", "H", "H", "H", "H", "H", "H", "H", "H", "H", "H", "H", "H", "H", "H", "H", "H", "H", "H", "H", "H", "H", "H", "H", "H", "H", "H", "H", "H", "H", "H", "H", "H", "H", "H", "H", "H", "H", "H", "H", "H", "H", "H", "H", "H", "H", "H", "H", "H", "H", "H", "H", "H", "H", "H", "H", "H", "H", "H", "H", "H", "H", "H", "H", "H", "H", "H", "H", "H", "H", "H", "H", "H", "H"],
  "xyz": [[-20.080202, -6.249375, 22.986498], [-23.011847, -6.630463, 21.223124], [-14.801175, -9.740546, 16.923737], [-19.576822, -5.939939, 17.934085], [-21.233272, -12.000393, 19.477797], [-17.766174, -9.484344, 24.373243], [-12.700454, -10.539877, 19.513766], [-17.688103, -6.301266, 14.425231], [-18.077017, -10.448884, 22.328935], [-22.750559, -7.837675, 19.391918], [-13.823641, -4.304144, 15.539511], [-15.651385, -5.108511, 11.569806], [-20.600642, -4.078718, 23.218553], [-15.226496, -7.174513, 12.283763], [-22.500667, -8.803824, 21.429691], [-24.471246, -3.466697, 17.689598], [-14.866365, -2.296974, 15.749325], [-20.728593, -5.499317, 24.951342], [-17.642376, -11.101642, 19.092287], [-22.888476, -2.673628, 19.045816], [-16.995286, -5.409613, 23.926626], [-19.362187, -11.017079, 23.988911], [-16.039102, -4.143617, 15.694351], [-16.663068, -1.590029, 20.569935], [-14.167011, -4.306772, 20.947120], [-22.528261, -2.651310, 16.797520], [-16.722187, -6.771044, 10.599352], [-18.443958, -7.242774, 14.575409], [-19.252563, -6.904942, 20.098205], [-13.714044, -3.333592, 20.368857], [-21.485226, -11.181568, 18.571269], [-18.858099, -6.614600, 18.679550], [-16.208391, -1.843439, 15.365568], [-23.161812, -6.514414, 18.925712], [-23.431009, -2.941699, 17.796051], [-17.558322, -7.250680, 18.315107], [-15.175220, -4.979700, 12.905674], [-19.964144, -7.049350, 14.643073], [-24.580120, -6.500523, 18.506395], [-13.355987, -10.004585, 20.381277], [-17.052310, -3.063365, 15.756314], [-20.809751, -6.929336, 25.085064], [-22.273847, -7.317638, 24.982453], [-17.318555, -3.817275, 20.948940], [-17.238244, -2.380716, 21.310157], [-22.911814, -5.648356, 20.141556], [-21.629765, -1.906470, 18.839799], [-19.128642, -11.070106, 21.766069], [-17.074542, -13.338443, 18.781391], [-14.443801, -6.336539, 13.127069], [-13.778029, -3.236628, 18.849917], [-17.944424, -8.658040, 14.725340], [-12.934637, -6.449562, 12.802644], [-22.782880, -11.285626, 17.799906], [-13.281238, -8.495978, 20.558019], [-13.687540, -9.916013, 14.825403], [-17.441416, -11.797750, 16.753597], [-16.222132, -6.816715, 25.670239], [-18.304481, -10.273657, 23.637914], [-17.908297, -1.983905, 22.655723], [-21.159344, -12.146915, 22.759445], [-15.640440, -7.201684, 23.189909], [-19.675963, -11.869966, 22.889876], [-15.887791, -6.432437, 11.362720], [-21.359444, -2.170521, 17.350498], [-17.576630, -2.962300, 17.148180], [-14.804120, -3.638251, 15.712591], [-17.469782, -11.978196, 18.297722], [-20.562854, -2.424618, 19.713496], [-13.930077, -9.336717, 16.191065], [-16.346856, -6.372504, 24.229664], [-22.725892, -7.840327, 20.748398], [-19.932764, -7.350474, 23.914258], [-13.003445, -8.182303, 16.548603], [-13.202349, -2.090786, 21.058525], [-20.446871, -5.173879, 23.709513], [-20.553134, -10.110148, 18.146867], [-14.454941, -10.658957, 21.240646], [-21.061197, -1.310411, 16.774011], [-19.636376, -1.838583, 19.735163], [-13.741949, -9.016224, 14.145721], [-17.457489, -8.604461, 15.714161], [-17.815515, -13.699908, 19.473230], [-15.776019, -7.821977, 25.659951], [-20.352037, -7.276386, 15.645020], [-22.509775, -6.213982, 18.061293], [-17.128705, -6.921968, 26.199374], [-19.065077, -12.815124, 22.976386], [-20.139250, -10.339330, 17.149377], [-14.461692, -10.589789, 14.566423], [-22.377392, -8.391341, 25.009056], [-15.399949, -10.166697, 21.040945], [-12.688087, -10.363031, 14.938227], [-15.565658, -6.125134, 26.148363], [-13.585922, -7.437806, 17.094629], [-18.908498, -7.509000, 24.264915], [-19.542926, -7.927746, 20.208648], [-12.203550, -8.514028, 17.261173], [-17.020461, -14.036172, 17.989841], [-18.821825, -11.747812, 20.956279], [-12.296904, -8.132522, 20.251548], [-23.486295, -10.456165, 17.984562], [-14.460088, -4.188389, 12.939613], [-25.285321, -6.605415, 19.353259], [-13.500693, -8.110929, 21.519116], [-20.049229, -6.291281, 20.481918], [-14.007608, -1.486108, 21.447739], [-12.283252, -5.888001, 13.512628], [-21.982675, -0.897046, 19.231102], [-20.287375, -7.291763, 26.025447], [-14.333709, -2.409943, 18.501273], [-21.545103, -12.603359, 23.642522], [-18.401605, -6.788579, 20.770174], [-22.591079, -11.190114, 16.746034], [-12.563572, -7.668450, 15.690599], [-20.472959, -7.742019, 13.939799], [-16.135761, -13.254786, 19.305112], [-23.677263, -4.946489, 20.377652], [-12.676752, -6.262259, 11.747223], [-14.243674, -10.478618, 22.306512], [-18.098495, -3.911330, 17.365945], [-21.115629, -9.249341, 17.929790], [-22.841308, -6.894700, 25.864255], [-14.438723, -11.656260, 20.879122], [-17.075819, -3.951240, 19.920566], [-16.449161, -0.935552, 15.903282], [-12.669925, -7.495449, 12.931344], [-20.849058, -2.440440, 20.788592], [-15.391300, -6.609241, 22.286028], [-16.425413, -12.181963, 16.442494], [-20.175540, -5.962365, 14.415069], [-22.699098, -6.868087, 24.086764], [-20.167860, -3.371042, 19.424451], [-20.205699, -8.254338, 23.332232], [-14.635037, -6.625593, 14.183824], [-21.600737, -11.154329, 22.559871], [-18.195914, -12.404963, 16.275197], [-24.758088, -5.566797, 17.918244], [-21.919415, -5.102440, 20.144810], [-19.773720, -9.862176, 18.875860], [-18.402065, -4.119111, 21.014471], [-12.615101, -1.484688, 20.449304], [-17.752777, -3.295170, 14.965004], [-17.030962, -6.763915, 17.523109], [-17.861564, -0.874576, 22.843056], [-12.693798, -2.412621, 21.992318], [-16.738814, -4.464723, 21.538474], [-16.034771, -4.805936, 13.583586], [-16.893644, -7.367356, 19.140292], [-18.336861, -2.188670, 17.135008], [-16.349397, -1.693030, 14.306234], [-21.204069, -12.773878, 21.879055], [-24.648495, -7.344047, 17.779830], [-17.133883, -8.858600, 14.065528], [-16.361441, -8.025274, 22.967679], [-23.235966, -12.240172, 18.064317], [-16.919823, -2.660843, 17.904343], [-18.920101, -2.369020, 22.797636], [-14.741138, -7.669923, 23.588611], [-18.752329, -9.376115, 14.864039], [-17.788593, -8.235064, 17.921094], [-17.304089, -2.421825, 23.479662], [-20.596704, -2.954349, 17.303958], [-19.761541, -10.332604, 21.308901], [-14.354627, -4.065009, 18.357051], [-13.960757, -8.181575, 19.734392], [-17.590558, -10.723707, 16.537332], [-12.794886, -3.286514, 18.334617]],
  "atomic_forces_ev_per_a": [[0.5, -0.2, 0.7], [0.6, 0.7, -0.1], [-0.1, 0.2, 0.3], [1.1, -0.9, 0.7], [-0.3, 1.8, -1.8], [0.2, -0.8, -0.6], [-0.4, -0.4, 0.7], [-0.4, -0.6, 0.1], [3.6, 2.0, 1.3], [0.1, 0.3, 0.1], [0.1, 0.4, 0.7], [0.3, -0.2, 0.0], [0.4, -0.7, 0.5], [-0.1, -0.7, -0.8], [0.0, 0.3, -0.4], [-1.4, -0.3, -0.9], [0.0, 1.2, -0.5], [0.1, 0.2, 1.4], [-0.4, 1.2, 0.2], [0.6, 0.1, -1.9], [-0.6, 0.8, -0.3], [0.1, 0.0, 1.0], [-0.9, 0.2, 0.4], [-0.6, -0.3, 0.8], [0.7, 0.7, -0.1], [-2.5, -0.6, 0.4], [0.1, -1.3, -0.8], [-0.7, 0.3, -0.4], [0.3, 0.6, 0.3], [-1.2, -0.1, -0.8], [-0.1, -1.9, 1.8], [-1.0, 0.9, 0.0], [0.3, -1.3, 0.6], [1.2, 0.7, -0.4], [2.5, 0.2, 1.5], [-0.3, -0.1, -1.0], [0.6, -0.5, 0.0], [0.1, 0.9, -0.4], [-0.7, -0.4, -1.5], [-0.5, 1.2, 0.3], [1.9, 0.0, 0.3], [0.4, -1.0, 0.4], [-0.2, 0.9, 1.4], [-2.6, 0.1, -0.8], [0.1, 0.9, 0.5], [1.2, -0.1, 0.9], [-1.9, 0.8, 0.8], [-1.2, -2.4, -2.6], [-0.5, 0.2, 0.3], [-0.2, 1.0, 1.2], [0.2, -2.3, -1.0], [-0.2, 1.0, 1.9], [-0.2, -0.1, 0.2], [-0.2, 0.1, 0.6], [0.8, -0.5, -2.0], [0.4, 1.8, 0.4], [0.9, 0.5, 1.3], [1.0, -1.5, -1.3], [-0.7, 0.9, 0.6], [1.2, 1.0, 0.1], [1.3, 1.3, -0.4], [-0.3, -0.2, -0.5], [-0.6, -1.3, 0.0], [-0.8, 1.5, 1.2], [1.2, 0.5, 0.8], [-2.5, -1.1, -1.1], [-0.6, -0.1, -1.4], [0.8, -0.7, -1.5], [1.1, 0.3, 2.1], [0.1, 0.3, -0.2], [0.2, -0.4, 0.3], [0.0, -0.5, -0.1], [0.0, -0.8, -0.9], [0.1, 0.1, 1.0], [-0.4, -1.8, 2.2], [-0.5, 1.1, -1.8], [1.0, -0.2, -0.2], [1.4, 1.0, -0.6], [0.3, 0.4, 0.0], [-0.3, 0.6, -0.4], [0.5, -1.2, 0.3], [0.0, -0.2, -0.1], [-0.3, -0.1, 0.5], [0.1, 0.3, 0.3], [0.3, 0.0, -0.1], [-0.4, -0.5, 0.9], [-1.2, 0.4, 0.4], [-0.6, 0.8, 0.2], [0.2, -0.3, 0.5], [-0.5, -0.9, -0.3], [-0.1, -0.3, -0.2], [-0.2, 0.0, -0.2], [-0.2, 0.1, -0.8], [0.5, 0.5, 0.6], [0.0, 0.0, 0.1], [0.0, 0.5, -0.4], [-0.3, -0.9, -0.1], [-0.6, 0.1, -0.7], [0.3, -0.8, -0.9], [0.1, 0.5, 0.2], [0.0, -0.1, 0.0], [0.4, -0.2, 0.4], [0.3, 0.8, 0.1], [0.3, 0.0, -0.5], [-0.7, 0.3, 0.8], [-0.3, 0.3, -0.1], [-0.7, 0.1, -0.2], [-0.7, -0.1, -0.6], [0.9, -0.7, -1.2], [-0.9, 0.8, -0.9], [-0.2, 1.6, 0.0], [-0.4, -0.4, 0.5], [0.1, 0.1, 0.0], [0.2, -0.3, -0.6], [0.0, -0.3, 0.0], [0.3, 0.5, 0.3], [0.4, 0.0, 0.1], [-0.6, 0.6, -0.3], [-0.3, 0.5, 0.4], [0.0, -0.5, -0.3], [0.3, 0.4, 0.3], [-0.9, 1.4, 0.0], [0.6, -0.4, -0.9], [-0.5, -1.2, 0.4], [0.6, 0.0, -0.8], [0.1, 0.0, 0.2], [0.0, -0.3, 0.1], [-0.1, -0.2, -0.7], [-0.3, -0.3, 0.5], [-1.1, 0.7, 0.1], [0.0, -1.3, 0.2], [0.0, -0.3, -0.2], [-0.3, -1.2, -0.3], [-0.3, 0.4, 0.6], [0.2, -0.1, -0.7], [-0.4, -0.6, 0.1], [-0.3, -0.2, -0.1], [-0.1, -0.8, 0.8], [-1.0, -0.9, 0.2], [-0.1, -0.4, -0.3], [0.9, 0.1, 0.4], [1.2, 0.9, -1.0], [-0.5, -0.2, 0.3], [0.2, 0.7, -0.6], [-0.2, -1.0, -0.5], [0.1, 0.2, -0.7], [0.7, -0.7, 1.1], [0.7, -0.4, -0.4], [0.3, -0.1, 0.7], [-0.4, 0.2, 0.0], [0.8, 0.2, -0.5], [-0.7, -0.2, -0.1], [-0.6, 0.4, 0.6], [0.3, -0.5, -0.9], [0.6, 0.5, -0.1], [-0.1, 0.1, -0.2], [1.5, 0.1, 0.9], [0.1, 0.0, -0.3], [0.0, 0.0, 0.0], [0.2, -0.2, -0.7], [-0.1, -0.5, 0.1], [-0.3, -0.1, -0.5], [0.0, 0.1, -0.2], [-0.9, 0.3, 0.0], [0.5, 0.1, 1.0], [0.0, 0.3, 0.8], [0.3, -0.7, -0.1], [-0.4, 0.4, 0.6]],
  "mulliken_charge": [0.6201, -0.3931, -0.3587, -0.5533, -0.5615, -0.5435, -0.5940, -0.4715, 0.0907, -0.1735, -0.5071, -0.4686, -0.5780, -0.3716, -0.5304, -0.5491, -0.4092, -0.3855, -0.1063, -0.3571, -0.4768, -0.3569, 0.4024, -0.6115, -0.4508, -0.3739, -0.5527, 0.5863, 0.4386, 0.7739, 0.6841, 0.9150, -0.6422, 0.9289, 0.5708, -0.1160, -0.0760, -0.9962, -1.3792, 0.6167, 0.0446, 0.2336, -1.1994, 0.9544, 0.3182, 0.3492, 0.5976, 0.6809, -1.4715, 1.4783, -0.8662, -0.0776, -1.6496, -1.3812, -0.5714, -1.1421, -0.7329, -1.4603, 0.1525, -1.1138, -1.2298, -0.1910, 0.6931, 0.5348, 0.0632, -0.3188, 0.0580, 0.7094, -0.8483, 0.7135, 0.6816, 0.4194, 1.1383, -0.9003, -1.3477, -0.0631, 0.4087, -0.6900, 0.3242, 0.5047, 0.1591, -0.5163, 0.3479, 0.3084, -0.0079, 0.0183, 0.2805, 0.2674, 0.4262, 0.2593, 0.3486, -0.0687, 0.3960, 0.5059, 0.1119, -0.8264, -0.0458, 0.3927, 0.4816, -0.0849, 0.3864, 0.2062, 0.4575, 0.3342, 0.3382, -0.8147, 0.2714, 0.2855, 0.2260, 0.4306, 0.3911, 0.4244, 0.2948, 0.4164, 0.3018, 0.4536, 0.2329, 0.4756, 0.4039, 0.4041, -0.2228, 0.1289, 0.3645, 0.3583, -0.2832, 0.3781, 0.3878, 0.2992, -0.0089, 0.4463, 0.2722, 0.1633, -0.3772, -0.3081, -0.1967, 0.1910, 0.5465, 0.2982, -0.5645, -0.6789, -0.4987, 0.4017, 0.3939, -0.1636, 0.3765, 0.3634, 0.3642, -0.0825, 0.4380, 0.2016, 0.3117, 0.3317, 0.3314, 0.3880, -0.1710, 0.3631, 0.3130, 0.1697, 0.5902, 0.3631, -0.6439, 0.2567, -0.0377, -0.5497, -0.0733, -0.1450, -0.4710, 0.5242]
}